Density functional theory data (ωB97M-V/def2-TZVPD) for a molecular structure, C25H33BBrF6N4O6S2Ti in a non-equilibrium geometry.

Each line ends with the Mulliken charge.
CARTESIAN COORDINATES (ANGSTROEM)
Ti -0.68971 0.36579 0.40941  -0.502
C -3.23204 1.32541 2.72966  -1.624
C -2.56940 0.03675 2.33988  0.737
C -1.73795 -0.63326 3.24068  0.348
C -1.29256 -1.92731 2.99386  0.301
C -0.41013 -2.61225 3.99579  -1.832
C -1.73632 -2.58961 1.85041  -0.195
C -2.56233 -1.96552 0.92456  0.851
C -3.14675 -2.72624 -0.23124  -1.716
C -2.91922 -0.61994 1.14322  -1.313
H -4.04401 1.09550 3.42245  0.427
H -3.65070 1.83988 1.86787  0.344
H -2.54226 2.00091 3.23257  0.286
H -1.47266 -0.14815 4.17398  0.614
H 0.47165 -2.00259 4.20030  0.328
H -0.09341 -3.59388 3.64727  0.375
H -0.94034 -2.74370 4.93999  0.454
H -1.47422 -3.63119 1.70654  0.548
H -3.27748 -3.77509 0.02896  0.457
H -2.49162 -2.66358 -1.10368  0.146
H -4.11460 -2.31349 -0.51060  0.418
H -3.64797 -0.16092 0.48543  0.609
B 0.90766 2.43220 4.04566  0.603
C 0.28892 1.89826 2.79256  -0.089
N -0.18525 1.39410 1.84380  -0.529
H 0.02828 2.81599 4.76886  -0.066
H 1.61722 3.35431 3.74767  -0.059
H 1.52901 1.50740 4.50864  -0.080
C 4.51129 -2.91662 -0.74184  -0.886
C 3.92672 -2.93884 0.66748  -0.850
N 3.07333 -1.78125 0.95877  0.407
C 3.73668 -0.58957 1.50641  -1.222
C 3.90635 0.55598 0.50877  -0.356
C 1.76382 -1.79350 0.71791  0.716
C 1.13736 -3.05201 0.19711  -1.715
N 0.97673 -0.77370 1.01042  0.494
H 5.21726 -3.73849 -0.85505  0.453
H 5.04093 -1.98382 -0.93243  0.240
H 3.73449 -3.02488 -1.49822  0.143
H 4.73843 -2.93823 1.39278  0.496
H 3.36364 -3.85691 0.82300  0.413
H 4.71891 -0.90153 1.85201  0.484
H 3.18632 -0.24860 2.38962  0.517
H 4.64173 0.30331 -0.25337  0.335
H 2.97471 0.81161 0.00792  -0.216
H 4.25549 1.43990 1.04237  0.403
H 1.70607 -3.49615 -0.61502  0.569
H 0.13423 -2.83754 -0.15439  -0.045
H 1.07972 -3.77451 1.01387  0.442
H 1.53128 -0.03812 1.43532  -0.142
F 1.43010 -0.72045 -4.12509  -0.208
C 1.25676 -1.01789 -2.85858  0.739
F 1.01269 -2.30709 -2.69714  -0.192
F 2.38582 -0.73568 -2.19437  -0.072
S -0.08726 0.04524 -2.06881  0.227
O -0.86021 -0.87037 -1.21530  0.227
O 0.68243 0.87597 -1.13171  -0.520
N -0.78810 0.90591 -3.13810  0.055
S -1.58865 -0.02784 -4.21081  0.823
O -1.22179 -1.38741 -3.90802  -0.571
O -1.55603 0.45170 -5.53833  -0.654
C -3.34593 0.14699 -3.60265  0.778
F -3.35390 0.00154 -2.27106  -0.193
F -3.81807 1.35059 -3.89629  -0.220
F -4.12749 -0.77780 -4.12459  -0.229
Br 1.36858 4.07247 -0.16651  -0.099
C 0.14989 4.13089 -1.61437  0.273
C 0.55141 4.76267 -2.77946  -0.645
C -0.33842 4.87796 -3.83516  -0.629
C -1.62135 4.36862 -3.72469  -0.743
C -2.01436 3.72235 -2.56758  -0.236
C -1.13503 3.59201 -1.49872  0.458
C -1.58503 2.86810 -0.26316  -0.321
O -1.79519 3.41775 0.77631  -0.465
O -1.74624 1.51406 -0.39671  0.975
H 1.54946 5.17121 -2.85288  0.466
H -0.02768 5.37882 -4.74190  0.423
H -2.32567 4.47705 -4.53815  0.450
H -3.01801 3.32634 -2.48405  0.581

* electronic energy: -176510.085 eV
* charge: +1
* spin multiplicity: 1